{
  "formula": "C25H28Cl2FN3O5Pd",
  "method": "the ωB97M-V functional and the def2-TZVPD basis",
  "species": ["Pd", "F", "C", "C", "C", "C", "O", "C", "C", "N", "C", "C", "C", "C", "C", "C", "N", "C", "C", "N", "C", "C", "C", "O", "O", "H", "H", "H", "H", "H", "H", "H", "H", "H", "H", "H", "H", "H", "H", "H", "H", "H", "H", "C", "C", "C", "C", "C", "C", "H", "H", "H", "H", "H", "H", "H", "H", "H", "Cl", "C", "Cl", "C", "O", "O", "H"],
  "xyz": [[-4.16, -1.50, -0.25], [1.33, -1.36, -3.03], [1.12, -1.38, -1.69], [-0.05, -1.86, -1.18], [-0.25, -1.88, 0.20], [-1.58, -2.27, 0.70], [-2.42, -2.64, -0.14], [-1.76, -2.19, 2.11], [-0.70, -1.81, 2.88], [0.51, -1.40, 2.41], [1.52, -0.94, 3.33], [1.85, 0.53, 3.36], [1.11, -0.10, 4.50], [0.76, -1.43, 1.06], [1.94, -0.91, 0.51], [2.11, -0.86, -0.86], [3.24, -0.18, -1.39], [4.58, -0.71, -1.24], [5.49, 0.45, -0.79], [4.77, 1.73, -1.14], [4.24, 1.68, -2.55], [3.10, 0.64, -2.57], [-3.08, -2.47, 2.89], [-2.92, -2.62, 4.11], [-4.11, -2.45, 2.20], [-0.86, -2.20, -1.83], [-0.85, -1.81, 3.95], [2.34, -1.64, 3.48], [1.28, 1.17, 2.70], [2.88, 0.82, 3.51], [0.06, 0.14, 4.60], [1.62, -0.27, 5.43], [2.69, -0.48, 1.15], [4.95, -1.15, -2.18], [4.59, -1.50, -0.49], [6.45, 0.47, -1.30], [5.64, 0.47, 0.29], [5.37, 2.54, -0.99], [3.96, 1.80, -0.52], [5.08, 1.39, -3.18], [3.91, 2.68, -2.83], [3.15, 0.09, -3.51], [2.13, 1.14, -2.53], [-0.22, 2.10, 0.01], [-1.36, 2.08, -1.02], [-2.14, 3.40, -0.93], [-0.76, 1.94, -2.43], [-2.25, 0.94, -0.75], [-3.01, 0.02, -0.55], [0.44, 2.96, -0.16], [0.36, 1.18, -0.05], [-0.63, 2.17, 1.02], [-1.49, 4.25, -1.14], [-2.57, 3.52, 0.06], [-2.96, 3.40, -1.65], [-0.06, 2.76, -2.63], [-1.54, 1.96, -3.18], [-0.23, 0.99, -2.52], [-8.65, -2.03, -2.08], [-8.12, -1.69, -0.41], [-8.83, -0.19, 0.18], [-6.59, -1.67, -0.39], [-6.01, -2.76, -0.27], [-5.97, -0.58, -0.51], [-8.47, -2.50, 0.21]],
  "lowdin_charge": [1.0036, 0.0616, -0.2055, 0.0947, -0.0451, -0.3035, -0.1047, -0.0124, 0.0455, 0.0115, -0.2615, -0.1017, -0.0756, -0.1260, 0.0471, -0.1740, -0.1222, -0.1191, -0.0726, 0.0441, -0.0657, -0.1244, -0.6657, -0.0347, -0.0372, 0.1479, 0.1378, 0.1524, 0.0992, 0.0968, 0.1147, 0.1087, 0.1102, 0.1342, 0.1366, 0.1311, 0.1316, 0.1824, 0.1814, 0.1332, 0.1351, 0.1301, 0.1201, -0.0598, -0.6307, -0.0580, -0.0583, -0.1319, -0.1002, 0.0750, 0.0545, 0.0875, 0.0770, 0.0878, 0.0882, 0.0745, 0.0906, 0.0587, 0.5867, -1.0051, 0.6041, -0.7793, -0.0430, -0.1250, 0.0664],
  "homo_energy_ev": -6.9,
  "e_lumo_ev": -1.7405,
  "gap_ev": 5.163
}

***

{
  "formula": "C4H11NO2",
  "method": "the ωB97M-V functional and the def2-TZVPD basis",
  "species": ["C", "C", "C", "C", "O", "N", "H", "H", "H", "H", "H", "H", "H", "H", "H", "H", "H", "O"],
  "xyz": [[1.39, 1.26, -0.15], [0.15, 0.26, -0.13], [-0.83, 0.58, -1.30], [-2.03, -0.35, -1.19], [-3.12, 0.04, -0.85], [0.53, -1.12, -0.11], [2.02, 1.10, -1.01], [1.06, 2.33, -0.10], [2.07, 1.10, 0.76], [-0.37, 0.47, 0.75], [-1.18, 1.60, -1.28], [-0.41, 0.81, -2.30], [-1.84, -1.43, -1.45], [1.03, -1.35, 0.78], [1.38, -1.19, -0.66], [3.42, -0.88, 2.94], [2.21, -0.21, 3.57], [2.49, -0.68, 2.77]],
  "lowdin_charge": [-0.0625, -0.4514, -0.1402, -0.2660, 0.0421, 0.0288, 0.0573, 0.0800, 0.0730, 0.1102, 0.1025, 0.1236, 0.1234, 0.0723, 0.0780, 0.0411, 0.0418, -0.0539],
  "homo_energy_ev": -9.1,
  "e_lumo_ev": 0.4994,
  "gap_ev": 9.645,
  "smiles": "C[C@H](N)CC=O.O"
}

***

{
  "formula": "C2H6OSi",
  "method": "the ωB97M-V functional and the def2-TZVPD basis",
  "species": ["C", "C", "O", "Si", "H", "H", "H", "H", "H", "H"],
  "xyz": [[0.44, -0.29, -2.01], [-0.23, -0.35, 1.42], [1.51, -0.73, -1.00], [0.36, 0.19, -0.21], [0.67, 0.31, -2.88], [-0.12, -1.13, -2.39], [-1.12, -0.81, 1.57], [0.42, -1.12, 1.90], [-0.21, 0.39, 2.16], [0.32, 2.52, 0.21]],
  "lowdin_charge": [-0.2080, -0.2226, -0.2942, 0.5937, 0.0512, 0.0355, -0.0123, 0.0656, -0.0014, -0.0076],
  "homo_energy_ev": -8.9,
  "e_lumo_ev": 0.2052,
  "gap_ev": 9.114
}

***

{
  "formula": "C5H13NO",
  "method": "the ωB97M-V functional and the def2-TZVPD basis",
  "species": ["C", "N", "C", "C", "C", "C", "H", "H", "H", "H", "H", "H", "H", "H", "H", "H", "H", "H", "H", "O"],
  "xyz": [[1.06, -0.19, 1.78], [1.81, -0.25, 0.50], [2.89, 0.72, 0.47], [0.77, 0.06, -0.46], [-0.52, -0.64, 0.06], [-0.16, -1.06, 1.48], [1.66, -0.43, 2.63], [0.69, 0.85, 1.84], [2.53, 1.74, 0.74], [3.64, 0.49, 1.22], [3.25, 0.78, -0.56], [0.64, 1.16, -0.49], [0.92, -0.27, -1.49], [-1.27, 0.15, 0.08], [-0.85, -1.50, -0.51], [0.19, -2.10, 1.52], [-0.92, -0.99, 2.26], [-3.93, 0.75, -2.91], [-5.14, 0.46, -3.75], [-4.87, 0.98, -2.98]],
  "lowdin_charge": [-0.2094, -0.2261, -0.1123, -0.2176, -0.1638, -0.1846, 0.1137, 0.1194, 0.0819, 0.0798, 0.0843, 0.1090, 0.1121, 0.1027, 0.0989, 0.1070, 0.1053, 0.0369, 0.0297, -0.0669],
  "homo_energy_ev": -8.7,
  "e_lumo_ev": 0.7269,
  "gap_ev": 9.423,
  "smiles": "CN1CCCC1.O"
}

***

no.,energy (Eh),F_max (hartree/bohr)
1,-2657.8851,0.0016
2,-364.1997,0.0630
3,-444.3942,0.0706
4,-328.2748,0.0290